[1]
C16H46O23P5V as an isolated structure. Source: OMol25; level of theory: ωB97M-V/def2-TZVPD.

Properties
LUMO level (alpha / beta)	-0.086 / -0.090	Eh
energy relative to the best compared isomer or geometry (same formula, charge and spin)	6.077	eV
DFT total energy	-5018.76970	a.u.
HOMO-LUMO gap (alpha / beta)	8.80 / 9.39	eV

Structure (ORCA input):
```
! wB97M-V def2-TZVPD RIJCOSX def2/J DEFGRID3
* xyz 1 4
V 0.978 2.147 -0.782
O -1.062 -1.390 -1.319
C -0.539 -0.141 -1.027
O -0.602 0.888 -1.814
O 0.002 0.098 0.016
H -0.833 -1.804 -0.483
C 0.208 -5.304 -2.367
O 0.365 -4.078 -2.999
P 1.126 -4.025 -4.455
O 2.361 -4.872 -4.541
O -0.023 -4.405 -5.481
C -0.365 -5.740 -5.629
O 1.217 -2.409 -4.742
C 0.119 -1.457 -4.660
H 1.131 -5.855 -2.549
H -0.658 -5.769 -2.838
H 0.138 -5.263 -1.280
H -0.989 -6.083 -4.804
H 0.469 -6.423 -5.792
H -0.907 -5.818 -6.571
H 0.031 -0.959 -5.626
H 0.430 -0.670 -3.973
H -0.828 -1.927 -4.396
C -2.298 5.574 -0.911
O -2.052 4.965 -2.171
P -0.543 4.679 -2.811
O 0.373 3.725 -2.109
O -0.037 6.206 -2.869
C -0.734 7.225 -3.460
O -1.036 4.299 -4.309
C -1.331 2.897 -4.604
H -2.603 6.586 -1.177
H -1.314 5.573 -0.443
H -3.054 5.068 -0.311
H -0.967 8.103 -2.857
H -1.574 6.862 -4.052
H 0.005 7.565 -4.186
H -0.476 2.372 -5.032
H -2.180 2.808 -5.281
H -1.581 2.331 -3.706
C 0.677 2.409 4.602
O 0.655 2.337 3.213
P -0.407 3.114 2.267
O -0.147 3.102 0.767
O -1.736 2.454 2.895
C -2.661 1.829 2.040
O -0.529 4.596 2.863
C -1.656 5.402 2.665
H 1.048 1.492 5.059
H -0.304 2.562 5.052
H 1.237 3.241 5.028
H -2.304 1.577 1.041
H -3.509 2.507 1.940
H -2.943 0.896 2.527
H -1.928 5.837 3.627
H -2.504 4.878 2.223
H -1.426 6.211 1.972
C -1.624 -1.787 2.818
O -1.512 -3.173 2.957
P -1.119 -4.160 1.746
O -0.785 -3.480 0.451
O 0.084 -4.956 2.567
C -0.261 -5.725 3.728
O -2.376 -5.222 1.697
C -2.468 -6.151 0.566
H -1.163 -1.507 1.870
H -1.104 -1.326 3.658
H -2.673 -1.494 2.844
H -0.703 -6.693 3.490
H -1.088 -5.266 4.270
H 0.503 -5.860 4.494
H -3.478 -5.872 0.265
H -2.422 -7.230 0.714
H -1.832 -5.920 -0.288
C 5.391 0.255 0.275
O 4.987 0.923 1.467
P 3.435 0.855 1.859
O 2.441 1.233 0.800
O 3.150 -0.617 2.540
C 1.890 -0.998 2.951
O 3.392 1.833 3.158
C 3.999 1.493 4.360
H 4.534 -0.310 -0.090
H 6.154 -0.520 0.343
H 5.673 1.045 -0.421
H 1.607 -0.598 3.924
H 1.890 -2.083 3.057
H 1.109 -0.891 2.198
H 4.162 0.436 4.570
H 3.324 1.801 5.158
H 4.957 1.941 4.625
*
```

How is the electron density shared among the atoms? According to Löwdin, the charges in e are: 1.097 0.115 -0.743 -0.110 -0.021 0.040 -0.135 -0.226 0.491 -0.244 -0.208 -0.129 -0.230 -0.074 0.089 0.076 0.065 0.077 0.097 0.095 0.083 0.070 0.091 -0.088 -0.240 0.569 -0.302 -0.202 -0.131 -0.203 -0.056 0.095 0.074 0.091 0.103 0.099 0.101 0.092 0.098 0.068 -0.122 -0.213 0.573 -0.294 -0.200 -0.085 -0.192 -0.095 0.086 0.093 0.102 0.087 0.094 0.085 0.105 0.081 0.090 -0.108 -0.218 0.552 -0.231 -0.230 -0.113 -0.227 -0.064 0.058 0.094 0.089 0.086 0.077 0.093 0.093 0.093 0.060 -0.082 -0.187 0.551 -0.282 -0.199 -0.124 -0.203 -0.129 0.081 0.101 0.101 0.089 0.100 0.073 0.096 0.077 0.099

[2]
A 8-piece molecular cluster, C16H46O9S7 overall. Source: OMol25; level of theory: ωB97M-V/def2-TZVPD.

Properties
LUMO level	0.135	Eh
energy relative to the best compared isomer or geometry (same formula, charge and spin)	0.000	eV
DFT total energy	-4101.21941	a.u.
HOMO-LUMO gap	2.93	eV

Structure (ORCA input):
```
! wB97M-V def2-TZVPD RIJCOSX def2/J DEFGRID3
* xyz -2 1
O 1.370 -2.005 1.121
C 0.710 -0.899 0.555
C 0.129 -1.075 -0.896
O -0.926 -2.057 -0.986
H 1.324 0.002 0.559
H -0.106 -0.712 1.253
H 0.940 -1.221 -1.609
H -0.388 -0.146 -1.138
C 4.288 -0.200 2.793
S 4.446 1.572 2.870
O 4.988 2.044 1.544
C 2.607 1.867 2.946
H 3.583 -0.540 2.034
H 3.844 -0.673 3.669
H 5.291 -0.560 2.566
H 2.170 1.667 1.968
H 2.464 2.889 3.294
H 2.113 1.221 3.673
C 0.277 -1.840 4.500
S -0.627 -3.383 4.859
O -0.462 -4.234 3.656
C 0.528 -3.982 6.199
H 1.314 -2.090 4.279
H 0.080 -1.259 5.402
H -0.197 -1.325 3.665
H 0.253 -3.485 7.130
H 1.567 -3.774 5.945
H 0.432 -5.067 6.226
C -2.377 1.122 -2.873
S -4.176 1.507 -2.656
O -4.405 2.849 -3.350
C -4.661 0.242 -3.912
H -1.961 1.200 -3.877
H -2.288 0.056 -2.664
H -1.853 1.634 -2.065
H -5.285 -0.373 -3.263
H -3.831 -0.377 -4.250
H -5.237 0.633 -4.751
C -0.704 2.454 1.885
S -1.804 3.436 2.988
O -3.065 2.665 3.346
C -0.535 3.330 4.365
H -0.555 1.485 2.360
H 0.292 2.895 1.858
H -1.090 2.177 0.904
H -0.306 2.278 4.531
H -1.083 3.654 5.249
H 0.416 3.852 4.261
C -3.709 -1.174 4.100
S -2.764 -1.092 2.539
O -2.509 -2.540 2.150
C -4.171 -0.339 1.563
H -4.667 -1.653 3.898
H -3.832 -0.153 4.459
H -3.149 -1.740 4.845
H -4.973 -1.075 1.620
H -3.790 -0.158 0.558
H -4.387 0.631 2.011
C 5.368 2.079 -5.160
S 4.200 0.651 -5.310
O 5.207 -0.495 -5.342
C 3.479 0.702 -3.660
H 4.917 2.874 -4.565
H 5.634 2.406 -6.165
H 6.312 1.758 -4.718
H 2.580 1.318 -3.661
H 4.265 1.082 -3.007
H 3.026 -0.251 -3.384
C -1.198 -0.159 -6.871
S -0.585 -1.930 -6.529
O 0.845 -1.940 -7.134
C -0.057 -1.790 -4.713
H -1.138 -0.103 -7.958
H -0.548 0.495 -6.290
H -2.207 0.065 -6.525
H 0.541 -2.522 -4.171
H -0.841 -1.443 -4.040
H 0.649 -0.960 -4.697
*
```

How is the electron density shared among the atoms? According to Löwdin, the charges in e are: -0.388 -0.482 -0.447 -0.424 0.034 0.031 0.049 0.023 -0.286 0.792 -0.580 -0.261 0.045 0.049 0.045 0.033 0.021 0.048 -0.256 0.779 -0.514 -0.267 0.050 0.034 0.015 0.029 0.036 0.034 -0.262 0.852 -0.626 -0.256 0.048 0.024 0.032 0.028 0.032 0.048 -0.260 0.830 -0.582 -0.259 0.029 0.034 0.054 0.039 0.032 0.040 -0.275 0.786 -0.517 -0.230 0.041 0.034 0.014 0.042 0.033 0.027 -0.266 0.819 -0.593 -0.265 0.040 0.030 0.049 0.049 0.055 0.054 -0.240 0.842 -0.629 -0.227 0.032 0.036 0.025 0.068 0.024 0.023

[3]
A 7-piece molecular cluster, C16H48ClN4O10 overall. Source: OMol25; level of theory: ωB97M-V/def2-TZVPD.

Properties
LUMO level	0.097	Eh
energy relative to the best compared isomer or geometry (same formula, charge and spin)	0.690	eV
DFT total energy	-2069.75722	a.u.
HOMO-LUMO gap	9.22	eV

Structure (ORCA input):
```
! wB97M-V def2-TZVPD RIJCOSX def2/J DEFGRID3
* xyz -1 1
Cl -0.346 2.053 0.515
O 0.729 2.017 1.503
O 0.100 2.796 -0.636
O -0.636 0.692 0.090
O -1.498 2.642 1.156
O -0.668 1.873 4.438
H -0.183 2.250 3.683
H -0.172 1.051 4.641
O -4.062 2.047 2.844
H -5.004 1.905 2.688
H -3.648 2.011 1.963
C 2.151 -1.702 -2.007
C 0.688 -1.367 -1.740
C 0.122 -0.333 -2.694
O 0.099 -0.962 -3.972
C -0.117 -0.123 -5.049
N -0.128 -2.670 -1.876
H 2.282 -1.999 -3.045
H 2.486 -2.474 -1.313
H 2.761 -0.841 -1.708
H 0.576 -1.026 -0.710
H 0.789 0.538 -2.773
H -0.869 0.020 -2.384
H -0.600 -0.657 -5.867
H 0.812 0.241 -5.506
H -0.690 0.754 -4.737
H -0.066 -2.855 -2.882
H -1.069 -2.259 -1.769
C 2.494 0.026 4.779
C 1.492 -0.544 3.809
C 1.881 -1.785 3.002
O 3.095 -1.679 2.301
C 3.126 -0.640 1.336
N 0.236 -0.879 4.587
H 2.880 -0.757 5.445
H 1.978 0.709 5.447
H 3.306 0.412 4.168
H 1.225 0.187 3.037
H 1.053 -1.893 2.286
H 1.955 -2.627 3.693
H 2.235 -0.660 0.699
H 3.997 -0.802 0.696
H 3.274 0.351 1.779
H 0.604 -1.572 5.249
H -0.411 -1.383 3.962
C 2.536 2.527 -5.044
C 2.037 3.815 -4.412
C 0.512 3.759 -4.254
O -0.048 4.905 -3.706
C -0.085 5.961 -4.624
N 2.749 4.003 -3.144
H 3.517 2.586 -5.513
H 1.900 2.213 -5.884
H 2.530 1.752 -4.276
H 2.376 4.650 -5.036
H 0.378 2.949 -3.531
H 0.078 3.502 -5.233
H 0.923 6.280 -4.895
H -0.750 6.758 -4.309
H -0.574 5.593 -5.550
H 2.672 4.982 -2.891
H 2.297 3.463 -2.408
C -4.564 -3.729 2.897
C -3.149 -4.221 2.587
C -2.095 -3.458 3.333
O -2.024 -2.090 3.101
C -2.058 -1.672 1.769
N -3.063 -5.625 3.001
H -5.248 -4.139 2.139
H -4.671 -2.642 2.977
H -5.035 -4.117 3.809
H -2.951 -4.134 1.520
H -1.119 -3.962 3.229
H -2.276 -3.516 4.416
H -2.915 -2.033 1.183
H -1.169 -2.058 1.245
H -2.050 -0.590 1.695
H -3.052 -5.661 4.013
H -3.870 -6.133 2.667
*
```

How is the electron density shared among the atoms? According to Löwdin, the charges in e are: 0.673 -0.380 -0.360 -0.386 -0.345 -0.093 0.005 -0.024 -0.070 0.020 0.014 -0.069 -0.404 -0.198 -0.210 -0.124 0.039 0.073 0.075 0.072 0.089 0.116 0.124 0.084 0.068 0.085 0.051 0.063 -0.047 -0.433 -0.206 -0.177 -0.097 0.045 0.080 0.076 0.075 0.107 0.118 0.125 0.074 0.087 0.086 0.077 0.053 -0.077 -0.448 -0.229 -0.160 -0.118 0.050 0.073 0.064 0.073 0.125 0.116 0.121 0.079 0.086 0.089 0.068 0.071 -0.068 -0.444 -0.237 -0.202 -0.097 0.025 0.074 0.079 0.074 0.129 0.131 0.136 0.086 0.089 0.081 0.067 0.062